# 1
Density functional theory data (ωB97M-V/def2-TZVPD) for a structure of composition C19H25N2O9PPt at a distorted geometry.

LUMO level ... -12.416 eV
Molecular weight ... 651.47 g/mol

Structure (ORCA input):
```
! RIJCOSX wB97M-V def2-TZVPD def2/J DEFGRID3
* xyz 2 1
C 1.0692 -4.6560 0.2921
C 1.8609 -3.9485 -0.9480
C 0.9578 -2.7833 -1.6464
O -0.0613 -2.4091 -0.6665
C -0.3672 -1.0439 -0.7012
C 0.7260 0.0809 -0.4352
C 0.5227 1.6172 -0.4367
C -0.9255 2.1184 -0.6847
C -2.0779 1.0518 -0.9322
C -3.5507 1.6582 -1.1408
C -4.3423 1.3430 0.2265
O -3.7897 0.6326 1.1309
N -5.6851 1.8719 0.5454
C -6.6388 0.9290 -0.1884
C -5.9964 1.6205 2.0114
C -1.8294 -0.4892 -0.9595
P -3.1659 -1.7715 -1.2812
O -4.5697 -1.1988 -1.4965
O -2.7738 -2.6443 -2.7174
O -3.2637 -2.8623 0.0302
C 1.8915 2.3785 -0.1698
O 2.1193 3.6197 -0.1373
N 2.8854 1.2959 -0.0149
C 3.7022 1.5037 1.2529
C 4.9439 2.4855 0.9763
C 6.2716 1.7520 0.4478
C 6.8373 0.6200 1.4234
O 7.6276 -0.2301 0.9202
O 6.5495 0.5282 2.8115
C 2.2803 -0.0670 -0.1380
O 3.0197 -1.0633 -0.0377
H 1.7123 -5.5115 0.7136
H 0.0779 -5.0372 -0.1634
H 0.8893 -3.9367 1.1644
H 2.8401 -3.5516 -0.5172
H 2.1454 -4.7776 -1.7019
H 0.5198 -3.2849 -2.5950
H 1.6079 -1.9226 -2.0188
H -1.1422 3.2501 -0.6842
H -3.4953 2.8137 -1.1965
H -4.0797 1.2710 -2.0766
H -6.2126 -0.1261 -0.0342
H -7.6387 0.9535 0.3861
H -6.7570 1.1860 -1.2931
H -7.0094 2.1143 2.2739
H -5.2031 2.0680 2.7093
H -6.1394 0.4902 2.2031
H -2.0499 -2.1561 -3.1791
H -3.5215 -3.7260 -0.3933
H 4.0884 0.5002 1.6760
H 3.0410 1.9413 2.0959
H 4.6538 3.2758 0.2055
H 5.1922 2.9953 1.9726
H 7.1009 2.5564 0.3736
H 6.1506 1.3518 -0.6281
H 6.7058 -0.4283 3.0369
Pt 2.2956 5.7514 0.3343
*
```

=====

# 2
Density functional theory data (ωB97M-V/def2-TZVPD) for a cluster of 5 separate species, C2H13O4S in total at a distorted geometry.

LUMO level ... 3.515 eV
Energy above the lowest of the compared OMol25 structures with the same formula, charge and spin ... 1.023 eV
Molecular weight ... 133.19 g/mol

Structure (ORCA input):
```
! RIJCOSX wB97M-V def2-TZVPD def2/J DEFGRID3
* xyz -1 1
C 0.8109 -0.5682 0.4816
C 0.3168 -1.6178 -0.5265
S -1.5234 -1.8672 -0.3970
H 0.3835 -0.5824 1.4756
H 0.6340 0.3977 -0.0125
H 1.9059 -0.6787 0.5235
H 0.7483 -2.5884 -0.2552
H 0.6549 -1.4406 -1.5469
H 2.4112 -0.7134 -1.8218
H 2.7534 0.6529 -2.4779
O 2.9540 -0.3015 -2.4957
H -1.3591 2.6202 3.3457
H -1.0844 1.2654 3.8600
O -0.6363 2.0134 3.4934
H -2.3544 -0.3281 0.8899
H -1.5129 0.8008 1.3433
O -2.4294 0.5406 1.3943
H -1.1740 0.2958 -1.9070
H -1.0155 1.2989 -2.9986
O -0.4835 0.8004 -2.3681
*
```

=====

# 3
Density functional theory data (ωB97M-V/def2-TZVPD) for a cluster of 8 separate species, C29H62BN2O16 in total at a distorted geometry.

LUMO level ... 1.998 eV
Energy above the lowest of the compared OMol25 structures with the same formula, charge and spin ... 1.582 eV
Molecular weight ... 705.63 g/mol

Structure (ORCA input):
```
! RIJCOSX wB97M-V def2-TZVPD def2/J DEFGRID3
* xyz -1 1
N 0.8165 1.2596 -2.0060
N 2.0772 0.6475 -1.7596
C 3.0594 1.6546 -1.3625
B 3.5878 1.2722 0.1196
O 2.6496 0.7721 1.0425
O 4.9895 1.4200 0.4049
H 0.2292 1.2940 -1.1607
H 0.3166 0.5909 -2.5998
H 2.6468 2.6970 -1.3032
H 3.9655 1.6041 -2.0414
H 3.0648 0.5475 1.8780
H 5.2026 2.2836 0.7487
O -1.1020 1.2667 0.0032
C -1.9933 0.5273 0.3169
O -2.1664 0.2257 1.6202
C -3.3031 -0.4573 2.1487
C -3.1254 -1.9589 2.0904
C -2.8509 -0.1341 -0.7297
H -4.2227 -0.1269 1.6594
H -3.3773 -0.1420 3.1890
H -3.0381 -2.3124 1.0638
H -3.9721 -2.4639 2.5583
H -2.2102 -2.2501 2.6093
H -2.3763 -1.0559 -1.0563
H -2.9256 0.5474 -1.5768
H -3.8674 -0.3390 -0.4046
O -3.4869 1.5113 4.9451
C -2.8149 2.3886 4.4644
O -1.6314 2.6958 5.0081
C -0.6754 3.5601 4.3803
C -0.9385 5.0125 4.7205
C -3.3241 3.2151 3.3153
H -0.6363 3.3831 3.3047
H 0.2956 3.2642 4.7755
H -1.9092 5.3425 4.3475
H -0.1676 5.6515 4.2887
H -0.9466 5.1541 5.8030
H -3.9060 4.0507 3.7053
H -3.9688 2.5870 2.7031
H -2.5387 3.5836 2.6593
O -4.0765 -2.7149 -1.4534
C -4.9729 -3.4626 -1.1769
O -5.1808 -3.8048 0.1061
C -6.3382 -4.5082 0.5616
C -6.1543 -6.0070 0.4461
C -5.8127 -4.1024 -2.2496
H -7.2360 -4.1578 0.0493
H -6.4562 -4.2367 1.6109
H -6.0230 -6.3159 -0.5916
H -7.0186 -6.5318 0.8559
H -5.2623 -6.3221 0.9890
H -5.3266 -5.0182 -2.5848
H -5.8808 -3.4105 -3.0874
H -6.8332 -4.3177 -1.9389
O -4.5973 0.6028 11.9717
C -4.5496 0.8987 10.8089
O -4.2769 2.1648 10.4599
C -3.9873 2.5688 9.1163
C -5.2538 2.8849 8.3500
C -4.8818 -0.0987 9.7311
H -3.3692 1.8270 8.6086
H -3.3798 3.4695 9.2011
H -5.8929 2.0068 8.2520
H -5.0138 3.2494 7.3506
H -5.8361 3.6462 8.8722
H -5.9567 -0.0874 9.5528
H -4.5901 -1.0877 10.0800
H -4.3509 0.0710 8.7965
O -4.0407 -2.0219 -4.1920
C -2.8892 -1.6797 -4.2877
O -2.3308 -1.5834 -5.5017
C -1.0454 -0.9840 -5.7380
C 0.0763 -1.9848 -5.5698
C -2.0342 -1.4483 -3.0700
H -0.9082 -0.0990 -5.1143
H -1.0669 -0.6336 -6.7702
H 0.1213 -2.3640 -4.5475
H 1.0365 -1.5314 -5.8109
H -0.0794 -2.8453 -6.2239
H -1.5881 -2.3933 -2.7615
H -2.6726 -1.0795 -2.2686
H -1.2545 -0.7033 -3.2141
O 7.3765 0.3373 -3.6347
C 7.8953 0.8880 -2.7039
O 9.1583 1.3512 -2.8149
C 9.7705 2.2012 -1.8460
C 10.4175 1.3981 -0.7369
C 7.1733 0.9794 -1.3901
H 9.0598 2.9367 -1.4663
H 10.5366 2.7609 -2.3837
H 9.6804 0.8168 -0.1824
H 10.9352 2.0572 -0.0378
H 11.1375 0.6907 -1.1515
H 7.3649 0.0809 -0.8039
H 6.1088 1.0457 -1.5986
H 7.4271 1.8622 -0.8081
O 2.8329 -1.5390 -6.7197
C 3.9783 -1.1823 -6.8020
O 4.5543 -1.0655 -8.0120
C 5.8260 -0.4468 -8.2180
C 6.9576 -1.4368 -8.0385
C 4.8044 -0.9559 -5.5689
H 5.9403 0.4333 -7.5837
H 5.8174 -0.0871 -9.2475
H 6.9911 -1.8251 -7.0203
H 7.9169 -0.9664 -8.2601
H 6.8228 -2.2914 -8.7040
H 5.2532 -1.9000 -5.2610
H 4.1437 -0.6031 -4.7776
H 5.5781 -0.2005 -5.6834
*
```

=====

The highest LUMO level belongs to which entry? C2H13O4S